Record 1
A cluster of 2 separate species, C4H14NO2 in total in a non-equilibrium geometry, computed with the ωB97M-V functional and the def2-TZVPD basis.

Its orbital gap (spin up / spin down) is 12.56 / 4.91 eV. The LUMO energy (spin up / spin down) is -7.17 / -14.82 eV. The value obtained for the energy relative to the best compared isomer or geometry (same formula, charge and spin) is 247.0 kJ/mol. Its total charge is +2. Its spin multiplicity is 2. As for the expectation value of S²: 0.75. For the HOMO energy (spin up / spin down), the calculation gives -19.725 / -19.722 eV.

CARTESIAN COORDINATES (ANGSTROEM)
O1 3.247 -0.392 0.468
O2 -1.297 -0.758 -1.885
N1 0.949 -0.324 -0.361
C1 -0.087 1.662 0.790
C2 -1.815 -0.918 0.445
C3 -1.497 -0.034 -0.667
C4 -0.129 0.671 -0.413
H1 -0.895 -1.280 1.087
H2 -2.267 0.734 -0.733
H3 -1.126 2.009 0.843
H4 -2.102 -2.037 0.177
H5 -2.571 -0.464 1.087
H6 0.213 1.333 1.763
H7 3.260 -0.881 1.350
H8 1.264 -0.778 0.513
H9 0.274 2.705 0.491
H10 4.190 -0.249 0.268
H11 1.881 0.049 -0.687
H12 0.621 -0.944 -1.031
H13 -2.050 -1.301 -2.070
H14 -0.063 1.198 -1.434

Here are the Löwdin charges for atoms 1 to 4, given in e: -0.069, 0.295, 0.198, 0.017

Record 2
A structure of composition C22H32Br4NO4Si2Sr in a non-equilibrium geometry, computed with the ωB97M-V functional and the def2-TZVPD basis.

Its orbital gap is 6.39 eV. The LUMO energy is 2.24 eV. Its total charge is -1. Its spin multiplicity is 1. For the HOMO energy, the calculation gives -4.154 eV.

CARTESIAN COORDINATES (ANGSTROEM)
Sr1 -0.313 0.431 -0.905
Br1 -3.911 4.313 -1.729
Br2 -1.447 -0.044 -5.942
Br3 -3.679 2.159 -7.013
Br4 -4.894 4.372 -4.903
Si1 -0.435 -3.232 -1.934
Si2 2.217 -1.416 -2.775
O1 -0.967 2.653 1.890
O2 -0.893 0.331 -3.008
O3 -0.031 -0.028 2.885
O4 -1.948 2.060 -1.254
N1 1.831 -1.523 0.681
C1 -1.739 1.194 -3.432
C2 -0.270 1.156 3.605
C3 -1.004 -4.058 -0.283
C4 1.978 0.202 -3.753
C5 3.893 -1.149 -1.867
C6 -2.167 1.253 -4.752
C7 -2.054 -2.508 -2.619
C8 2.544 -1.855 1.745
C9 1.672 -2.400 -0.310
C10 0.926 -1.992 -1.501
C11 3.155 -3.085 1.910
C12 -3.102 2.181 -5.207
C13 -1.415 2.011 3.055
C14 -1.931 3.519 1.339
C15 2.270 -3.674 -0.223
C16 -3.608 3.106 -4.318
C17 2.591 -2.738 -4.117
C18 -3.188 3.077 -2.987
C19 -0.065 -4.672 -3.157
C20 3.014 -4.014 0.883
C21 -0.884 -1.096 3.213
C22 -2.291 2.138 -2.491
H1 -0.534 -1.946 2.632
H2 2.153 -4.364 -1.043
H3 -0.902 -5.363 -3.193
H4 2.685 -3.731 -3.688
H5 4.258 -2.071 -1.429
H6 -1.697 2.762 3.813
H7 1.834 1.068 -3.103
H8 -2.300 1.389 2.843
H9 -0.457 0.924 4.666
H10 -1.931 -0.894 2.959
H11 -1.481 3.950 0.449
H12 -0.822 -1.334 4.286
H13 0.820 -5.244 -2.897
H14 1.794 -2.766 -4.854
H15 3.783 -0.428 -1.062
H16 -1.486 -3.320 0.359
H17 0.648 1.740 3.516
H18 3.518 -2.514 -4.641
H19 3.724 -3.319 2.799
H20 -0.173 -4.483 0.273
H21 4.662 -0.776 -2.537
H22 2.612 -1.097 2.515
H23 2.844 0.391 -4.384
H24 -1.722 -4.855 -0.464
H25 0.075 -4.283 -4.159
H26 -2.799 -3.293 -2.738
H27 -2.195 4.314 2.050
H28 -1.888 -2.070 -3.594
H29 -2.836 2.981 1.044
H30 -2.466 -1.733 -1.970
H31 3.488 -4.988 0.947
H32 1.111 0.122 -4.396

Here are the Löwdin charges for atoms 1 to 4, given in e: 1.549, 0.715, 0.734, 0.653

Record 3
A structure of composition C44H58GeN9O4S2SbTi in a non-equilibrium geometry, computed with the ωB97M-V functional and the def2-TZVPD basis.

Its orbital gap (spin up / spin down) is 4.69 / 7.71 eV. The LUMO energy (spin up / spin down) is 0.19 / 0.18 eV. The value obtained for the energy relative to the best compared isomer or geometry (same formula, charge and spin) is 234.1 kJ/mol. Its spin multiplicity is 3. As for the expectation value of S²: 2.04. For the HOMO energy (spin up / spin down), the calculation gives -4.504 / -7.529 eV.

CARTESIAN COORDINATES (ANGSTROEM)
Sb1 -1.153 -2.780 2.671
Ge1 3.841 1.919 -1.495
Ti1 -1.279 -0.442 0.125
S1 -5.324 0.556 2.159
S2 -4.443 -2.278 2.323
O1 -0.680 2.346 0.009
O2 -1.653 2.487 -3.031
O3 -2.037 0.389 -1.333
O4 0.489 0.510 -0.318
N1 -3.542 0.877 0.320
N2 -2.961 -2.730 -2.763
N3 1.540 -3.060 -1.613
N4 -1.769 1.532 2.337
N5 0.115 -1.913 -0.095
N6 -0.752 -2.960 -2.000
N7 -2.350 -2.429 -0.429
N8 -3.210 -0.348 0.855
N9 -0.971 0.514 1.990
C1 -3.515 3.891 -3.371
C2 2.552 1.265 -2.848
C3 0.559 0.151 -4.446
C4 -2.978 1.154 -0.838
C5 2.418 -0.112 -2.958
C6 -1.055 -5.466 4.445
C7 -5.449 3.726 -1.953
C8 0.136 0.653 2.715
C9 -4.841 2.714 -1.243
C10 -4.059 -0.658 1.806
C11 3.957 6.213 -1.756
C12 1.495 -4.261 2.039
C13 5.597 5.498 -0.169
C14 -2.890 2.871 -2.658
C15 -2.067 -2.690 -1.670
C16 8.115 -0.201 -1.942
C17 0.294 -2.607 -1.187
C18 0.983 -3.250 3.048
C19 -4.121 -1.872 -2.616
C20 1.432 -0.668 -3.750
C21 0.049 1.784 3.526
C22 5.277 4.182 -0.445
C23 0.699 1.525 -4.364
C24 7.640 0.657 -2.920
C25 -5.397 -1.655 3.765
C26 -1.497 -1.629 4.544
C27 4.294 3.855 -1.375
C28 -6.288 -0.541 3.269
C29 -1.187 2.326 3.245
C30 6.086 0.111 -0.704
C31 -3.559 2.266 -1.581
C32 -0.609 -1.910 5.742
C33 6.392 1.237 -2.782
C34 -4.782 4.317 -3.019
C35 0.398 1.744 -0.041
C36 1.685 2.074 -3.565
C37 -1.989 -4.617 3.605
C38 5.595 0.976 -1.673
C39 1.684 2.491 0.324
C40 7.335 -0.474 -0.833
C41 4.934 6.521 -0.827
C42 3.641 4.892 -2.024
C43 2.945 1.633 0.275
C44 -3.316 -4.060 -3.230
H1 -5.349 2.230 -0.423
H2 0.027 2.174 -4.902
H3 8.248 0.874 -3.787
H4 5.484 -0.101 0.170
H5 2.681 0.586 0.420
H6 -3.796 -0.903 -2.236
H7 1.243 -3.952 1.028
H8 -2.439 -4.705 -3.244
H9 -4.574 -1.730 -3.597
H10 -0.621 -4.887 5.253
H11 -3.353 -2.410 -0.268
H12 -4.077 -4.526 -2.589
H13 1.125 -3.626 4.057
H14 0.444 -1.840 5.475
H15 2.868 4.674 -2.746
H16 -2.404 -5.212 2.792
H17 -4.692 -1.288 4.514
H18 2.290 -2.948 -0.948
H19 6.357 5.728 0.565
H20 -7.127 -0.932 2.693
H21 0.788 2.154 4.204
H22 -0.547 -3.123 -2.977
H23 -4.882 -2.289 -1.942
H24 -1.677 3.201 3.623
H25 -2.824 -4.270 4.213
H26 3.430 7.005 -2.270
H27 0.944 -0.051 2.632
H28 7.707 -1.141 -0.067
H29 1.035 -5.232 2.206
H30 -2.537 -1.828 4.802
H31 -0.805 -1.181 6.530
H32 1.757 3.352 -0.343
H33 3.622 1.929 1.078
H34 -0.805 -2.899 6.147
H35 -5.255 5.108 -3.584
H36 9.092 -0.652 -2.045
H37 1.540 -2.317 2.950
H38 1.524 2.899 1.325
H39 -5.969 -2.494 4.158
H40 -0.243 -5.872 3.847
H41 0.996 -1.731 0.381
H42 1.769 3.148 -3.498
H43 3.098 -0.755 -2.413
H44 -1.423 -0.577 4.275
H45 5.796 3.385 0.073
H46 -1.351 1.785 -2.424
H47 -3.720 -3.985 -4.239
H48 -2.984 4.332 -4.203
H49 2.577 -4.378 2.116
H50 -6.665 0.069 4.087
H51 -6.448 4.046 -1.691
H52 1.558 -3.946 -2.096
H53 5.178 7.553 -0.614
H54 -2.623 1.718 1.795
H55 1.353 -1.743 -3.830
H56 -1.594 -6.304 4.887
H57 -0.225 -0.278 -5.054
H58 6.026 1.913 -3.543

Here are the Löwdin charges for atoms 1 to 4, given in e: 1.437, 1.063, 0.816, 0.907

Record 4
A structure of composition C21H16AlN7O2S3, computed with the ωB97M-V functional and the def2-TZVPD basis.

Its orbital gap is 6.44 eV. The LUMO energy is -0.94 eV. The value obtained for the energy relative to the best compared isomer or geometry (same formula, charge and spin) is 0.0 kJ/mol. Its spin multiplicity is 1. For the HOMO energy, the calculation gives -7.384 eV.

CARTESIAN COORDINATES (ANGSTROEM)
S1 -0.149 -2.191 0.280
S2 -0.061 0.293 -2.366
S3 -2.576 0.595 -0.314
Al1 -0.270 0.202 -0.032
O1 -2.163 4.215 2.644
O2 -0.685 0.394 1.840
N1 -2.541 -1.951 1.594
N2 0.476 1.992 0.521
N3 1.973 0.167 -0.448
N4 -0.272 2.617 1.484
N5 -5.213 0.392 -2.885
N6 -1.047 -3.003 2.731
N7 -2.082 0.119 -5.438
C1 2.666 -0.807 -1.023
C2 0.231 -3.572 3.124
C3 -2.915 1.056 5.223
C4 -2.394 3.187 3.489
C5 1.626 2.409 0.191
C6 -3.261 3.341 4.570
C7 2.448 1.424 -0.525
C8 -2.191 -2.950 3.508
C9 -2.775 0.414 -2.039
C10 -3.121 -2.277 2.795
C11 3.640 1.734 -1.152
C12 -0.878 1.650 2.133
C13 -1.724 0.307 -2.888
C14 -1.780 1.945 3.267
C15 -2.065 0.899 4.146
C16 -1.940 0.196 -4.300
C17 4.364 0.706 -1.739
C18 -3.518 2.291 5.430
C19 -4.119 0.405 -2.530
C20 3.873 -0.584 -1.672
C21 -1.269 -2.370 1.567
H1 -3.110 0.229 5.892
H2 -4.135 -2.012 3.033
H3 -1.591 -0.054 3.955
H4 0.547 -4.317 2.397
H5 0.111 -4.038 4.098
H6 3.982 2.759 -1.186
H7 -2.722 4.958 2.895
H8 -2.238 -3.402 4.482
H9 -2.897 -1.299 0.885
H10 -4.195 2.439 6.261
H11 -3.739 4.303 4.726
H12 0.980 -2.785 3.178
H13 4.403 -1.415 -2.115
H14 5.297 0.916 -2.245
H15 2.025 3.356 0.539
H16 2.242 -1.801 -0.958

Here are the Löwdin charges for atoms 1 to 4, given in e: 0.797, 0.774, 0.807, -0.377

Record 5
The molecule C4H6O2 in a non-equilibrium geometry, computed with the ωB97M-V functional and the def2-TZVPD basis.

Its orbital gap is 9.94 eV. As for the SMILES: O[C@]12C[C@@]1(O)C2. The LUMO energy is 0.62 eV. The value obtained for the energy relative to the best compared isomer or geometry (same formula, charge and spin) is 382.9 kJ/mol. Its spin multiplicity is 1. For the HOMO energy, the calculation gives -9.328 eV.

CARTESIAN COORDINATES (ANGSTROEM)
O1 -2.132 -0.782 -0.146
O2 1.287 -1.474 -0.130
C1 -0.140 0.385 1.124
C2 0.016 0.563 -1.086
C3 -1.009 -0.094 -0.050
C4 0.414 -0.385 -0.075
H1 0.052 0.106 -2.062
H2 -1.758 -1.665 0.060
H3 2.131 -1.107 -0.017
H4 -0.206 -0.101 2.093
H5 0.172 1.648 -1.105
H6 -0.089 1.404 1.196

Here are the Löwdin charges for atoms 1 to 4, given in e: 0.087, 0.072, 0.029, 0.018

It is found that the molar mass values, taken in the order of the records, are 108.2; 837.9; 1083.4; 521.6; 86.1 g/mol.